Computed, not measured: a structure of composition C25H48O3P2SV in a non-equilibrium geometry, with ωB97M-V with the def2-TZVPD basis set.

The value obtained for the LUMO energy (spin up / spin down) is -5.60 / -5.53 eV. As for the max |F|: 4.8 eV Å⁻¹. The gap between HOMO and LUMO (spin up / spin down) is 4.9791 / 5.0518 eV. Its molar mass is 541.62 g mol⁻¹. Its multiplicity is 3. Its energy above the lowest of the compared OMol25 structures with the same formula, charge and spin is 176.66 kJ/mol. For the calculated total energy, the calculation gives -3231.599491 Ha. As for the net charge: +1.

Structure (XYZ):
```
80
Properties=species:S:1:pos:R:3:forces:R:3:mulliken_spin:R:1
V -0.910 0.098 -0.929 3.96 -2.06 1.14 2.045
C -2.083 1.749 -0.043 -1.07 -0.35 -0.10 -0.074
C -2.861 0.899 -0.916 -1.04 -0.37 1.00 -0.204
C -1.983 -0.400 0.827 -1.38 0.32 -0.14 -0.024
C -1.623 0.967 1.056 -1.78 -0.25 0.82 0.057
C -2.790 -0.456 -0.385 -0.57 0.97 1.24 0.038
C -2.062 3.246 -0.079 0.29 0.28 -0.16 0.001
H -1.822 3.644 -1.074 -0.06 -0.11 0.18 0.001
H -1.326 3.639 0.633 -0.09 -0.11 -0.22 0.000
H -3.031 3.678 0.207 0.13 -0.30 -0.05 -0.002
C -1.330 1.439 2.440 0.72 0.24 0.45 0.010
H -0.953 2.460 2.500 -0.02 -0.15 -0.20 0.005
H -0.619 0.790 2.966 -0.04 0.10 -0.05 -0.004
H -2.241 1.434 3.070 0.06 -0.23 -0.58 -0.006
C -1.773 -1.502 1.821 0.14 -0.26 0.51 -0.012
H -2.525 -1.474 2.628 0.09 0.21 -0.33 -0.002
H -0.785 -1.423 2.308 -0.46 0.13 -0.15 0.001
H -1.841 -2.493 1.354 -0.09 0.29 0.12 -0.002
C -3.403 -1.711 -0.896 -0.25 -0.76 -0.16 -0.020
H -4.318 -1.508 -1.488 0.46 -0.21 0.44 0.003
H -3.632 -2.368 -0.024 -0.07 0.42 -0.80 0.003
H -2.691 -2.259 -1.553 -0.59 0.16 0.48 0.000
C -3.819 1.394 -1.970 0.12 0.02 -0.32 -0.005
H -4.620 2.039 -1.549 0.56 -0.45 0.02 -0.003
H -4.312 0.554 -2.495 0.31 0.44 0.23 0.001
H -3.273 2.002 -2.702 -0.38 -0.04 0.11 0.000
C 1.167 0.631 -1.683 -0.22 4.50 -1.76 0.214
C 0.082 1.600 -1.943 3.52 0.01 -0.63 0.004
C -0.503 1.745 -3.330 -0.18 0.48 -0.31 0.015
C -1.320 0.570 -3.933 -0.28 0.58 -0.42 -0.024
C -1.267 -0.764 -3.229 0.14 -1.39 -1.27 0.092
C -0.090 -1.457 -3.021 -1.53 -0.12 -1.58 0.029
C 1.210 -1.040 -3.651 0.77 0.04 0.11 -0.040
C 1.920 0.070 -2.857 0.52 -0.86 -0.45 0.037
H 0.305 2.014 -4.034 0.04 -0.27 0.31 0.008
H -0.999 0.489 -4.986 -0.02 -0.41 0.28 0.009
H -1.129 2.654 -3.342 0.06 -0.42 0.14 -0.002
H 2.157 0.903 -3.533 -0.24 0.07 0.15 0.009
H 1.924 0.974 -0.949 -1.22 -0.84 -0.19 -0.041
H 0.147 2.583 -1.419 -0.33 -1.23 0.18 0.019
H 2.916 -0.285 -2.551 -0.47 0.00 0.23 0.005
H 1.872 -1.917 -3.746 -0.33 0.27 0.23 -0.004
H -0.174 -2.525 -2.770 -0.01 0.65 0.18 -0.004
H 1.088 -0.702 -4.695 -0.55 -0.10 0.40 0.001
H -2.372 0.877 -4.010 0.42 -0.21 0.09 0.001
H -2.180 -1.414 -3.451 1.00 1.00 1.30 0.013
P 1.577 2.038 0.971 0.71 0.28 0.91 -0.099
C 1.594 2.890 2.587 -0.48 -0.19 0.13 -0.017
H 2.623 3.205 2.812 -0.40 0.02 0.00 -0.002
H 1.239 2.204 3.366 0.22 0.24 -0.02 0.002
H 0.911 3.748 2.522 0.26 -0.08 0.19 -0.001
C 3.180 1.134 1.123 -0.39 -0.48 -0.17 -0.024
H 3.860 1.709 1.761 -0.08 -0.08 -0.23 -0.004
H 3.636 0.940 0.148 0.10 0.11 0.04 0.000
H 2.955 0.177 1.621 0.18 0.40 -0.06 0.003
C 2.056 3.497 -0.057 -0.43 0.04 -0.33 -0.014
H 2.158 3.223 -1.112 0.27 0.12 0.16 0.001
H 2.975 3.974 0.308 -0.19 -0.23 -0.08 -0.004
H 1.234 4.227 -0.003 0.24 -0.07 0.04 0.001
P 0.501 -2.566 0.233 0.60 -0.05 -0.66 0.018
C -0.343 -4.011 -0.565 -0.17 0.33 -0.02 -0.005
H 0.393 -4.725 -0.955 -0.24 0.09 0.14 0.001
H -0.991 -3.651 -1.377 0.19 -0.37 0.22 0.001
H -0.987 -4.497 0.181 0.21 0.03 -0.23 0.001
C 2.113 -2.498 -0.627 -0.04 0.18 -0.12 0.006
H 2.002 -2.194 -1.676 0.11 -0.35 0.37 -0.007
H 2.603 -3.472 -0.542 0.15 0.22 -0.13 -0.001
H 2.701 -1.716 -0.125 0.01 -0.31 -0.05 -0.001
C 1.086 -3.346 1.804 -0.26 0.46 0.14 -0.007
H 1.435 -4.378 1.655 -0.14 0.31 -0.24 -0.001
H 0.270 -3.337 2.529 0.07 -0.17 0.00 0.000
H 1.870 -2.706 2.232 -0.22 -0.22 -0.19 0.001
C 2.018 -1.953 5.277 0.07 0.30 -0.04 0.000
S 1.801 -0.384 4.413 0.06 -0.35 0.19 0.000
O 0.463 0.100 4.799 0.75 -0.05 -0.31 0.000
O 2.929 0.467 4.802 -0.97 -0.54 -0.49 0.000
O 1.824 -0.783 2.974 -0.19 0.42 0.43 0.007
H 2.096 -1.732 6.344 -0.01 -0.08 -0.15 0.000
H 2.936 -2.429 4.916 -0.17 0.19 0.11 0.000
H 1.157 -2.600 5.086 0.12 0.21 0.01 0.000
```
Positions in Å, forces in eV/Å.